[1]
C34H40InN6O6PS | ωB97M-V/def2-TZVPD

```
89
Properties=species:S:1:pos:R:3:forces:R:3:mulliken_charge:R:1
In 0.769 0.184 -0.197 0.22 0.45 -0.18 1.653
O 0.667 -1.444 -1.665 0.03 0.25 0.24 0.273
C 0.666 -2.740 -1.520 0.02 -0.16 0.00 0.321
C 0.520 -3.547 -2.671 -0.05 0.02 -0.07 -0.856
C 0.475 -4.919 -2.600 0.00 0.05 0.06 -0.583
C 0.580 -5.571 -1.368 -0.04 -0.10 -0.04 -0.912
C 0.755 -4.813 -0.234 0.02 0.03 0.04 -0.667
C 0.816 -3.409 -0.275 -0.08 0.00 -0.31 0.434
C 1.174 -2.738 0.942 0.29 0.19 0.32 -0.631
N 1.325 -1.471 1.114 -0.14 -0.13 -0.60 0.790
N 1.873 -1.059 2.290 0.16 0.08 0.74 -1.004
C 2.346 0.163 2.227 0.07 -0.49 -0.09 0.055
O 2.408 0.884 1.162 -0.41 -0.07 -0.27 -1.027
C 2.884 0.716 3.500 0.09 0.06 0.08 0.683
C 3.488 1.969 3.505 -0.05 -0.05 -0.10 -0.195
C 4.016 2.485 4.679 0.05 0.06 0.01 -0.729
C 3.936 1.760 5.858 -0.02 0.02 0.01 -0.382
C 3.319 0.515 5.861 0.00 -0.03 0.01 -0.723
C 2.794 -0.005 4.690 -0.02 0.04 -0.07 -0.157
H 0.437 -3.041 -3.626 -0.01 0.03 0.03 0.415
H 0.360 -5.498 -3.508 -0.01 0.01 0.00 0.427
H 0.546 -6.651 -1.314 -0.01 0.01 0.03 0.405
H 0.866 -5.304 0.727 0.03 0.03 0.01 0.404
H 1.456 -3.363 1.791 -0.01 0.00 0.00 0.439
H 3.529 2.528 2.579 0.04 -0.02 0.00 0.423
H 4.504 3.452 4.667 -0.04 0.02 0.02 0.404
H 4.346 2.167 6.774 0.02 -0.01 0.00 0.402
H 3.256 -0.057 6.778 -0.02 0.02 0.01 0.393
H 2.305 -0.968 4.673 0.02 -0.05 0.01 0.349
N -2.661 3.175 -0.075 -0.04 -0.05 0.03 -0.251
C -1.548 2.437 -0.320 0.27 0.03 -0.06 -0.201
S -0.596 1.986 1.035 0.09 -0.22 -0.04 -0.262
N -1.326 2.174 -1.588 -0.58 0.34 -0.46 -1.323
N -0.207 1.492 -1.851 0.68 -0.26 -0.26 0.885
C 0.349 1.542 -3.017 -0.53 0.20 0.51 -0.176
C -0.165 2.336 -4.160 -0.12 0.14 -0.01 0.400
C -1.527 2.374 -4.468 0.14 -0.10 -0.04 -0.111
C -1.997 3.199 -5.475 -0.02 -0.04 -0.02 -0.848
C -1.121 4.006 -6.187 -0.01 -0.01 0.00 -0.428
C 0.234 3.969 -5.898 0.03 0.03 -0.07 -0.874
C 0.710 3.138 -4.896 -0.01 -0.03 0.13 -0.372
C 1.659 0.869 -3.109 0.32 -0.17 -0.29 0.869
C 2.201 0.475 -4.328 -0.03 0.02 0.07 -0.600
C 3.474 -0.070 -4.348 -0.04 0.00 0.09 -0.816
C 4.166 -0.211 -3.156 0.03 -0.03 -0.06 -0.921
C 3.532 0.150 -1.978 0.12 0.02 0.01 -0.208
N 2.316 0.679 -1.962 -0.10 -0.02 0.20 0.066
H -2.738 3.606 0.829 -0.06 0.01 0.00 0.257
H -3.093 3.626 -0.866 0.02 0.00 0.00 0.227
H -2.212 1.754 -3.915 -0.05 0.00 0.10 0.434
H -3.057 3.218 -5.697 0.01 0.00 -0.02 0.408
H -1.494 4.662 -6.963 0.01 -0.01 -0.01 0.395
H 0.923 4.594 -6.451 0.01 0.00 0.02 0.400
H 1.767 3.129 -4.662 0.00 0.03 -0.01 0.524
H 1.622 0.589 -5.233 0.04 0.04 -0.01 0.596
H 3.920 -0.382 -5.283 0.00 0.00 -0.01 0.455
H 5.171 -0.608 -3.136 -0.01 -0.02 0.04 0.447
H 4.010 0.030 -1.013 -0.04 -0.03 0.01 0.457
C -2.364 -1.229 3.872 0.20 0.11 0.01 -0.755
C -0.923 -0.894 4.238 -0.04 -0.07 -0.03 -0.690
O -0.445 0.267 3.589 -0.20 0.03 0.09 0.641
C -0.457 1.452 4.358 -0.09 0.07 0.04 -0.475
C -1.835 2.074 4.551 0.11 -0.07 -0.01 -1.337
H -2.664 -2.156 4.366 -0.03 -0.02 -0.04 0.468
H -2.426 -1.360 2.792 -0.06 -0.06 -0.01 -0.233
H -3.052 -0.438 4.167 -0.03 -0.01 0.01 0.249
H -0.278 -1.711 3.903 0.07 0.02 0.07 0.267
H -0.807 -0.792 5.325 0.01 0.00 0.00 0.417
H 0.181 2.150 3.815 0.05 0.01 0.07 0.315
H 0.002 1.264 5.338 0.07 0.01 -0.03 0.429
H -2.316 2.231 3.584 0.00 -0.01 -0.01 0.142
H -1.721 3.040 5.048 -0.04 0.01 0.01 0.436
H -2.481 1.449 5.168 -0.01 0.01 0.03 0.321
C -4.079 0.107 0.767 0.01 -0.02 0.09 -0.464
O -3.615 -0.586 -0.387 0.30 0.06 -0.08 -0.392
P -2.031 -1.019 -0.542 -0.84 -0.18 0.18 0.574
O -1.903 -2.262 0.474 -0.03 0.05 -0.05 0.081
C -2.734 -3.422 0.336 0.01 -0.10 0.00 -0.931
O -2.272 -1.839 -1.912 0.11 -0.11 -0.09 -0.404
C -2.262 -1.167 -3.163 0.00 0.05 -0.02 -0.518
H -4.960 0.676 0.471 0.03 0.01 0.02 0.274
H -3.328 0.790 1.165 0.07 0.02 0.01 0.053
H -4.357 -0.603 1.549 0.00 -0.01 -0.04 0.227
H -2.801 -3.887 1.318 0.00 0.04 0.01 0.199
H -2.280 -4.122 -0.366 0.04 0.05 0.00 0.202
H -3.727 -3.149 -0.019 -0.01 0.00 0.04 0.380
H -1.277 -0.738 -3.361 0.03 -0.01 0.02 0.023
H -3.023 -0.383 -3.191 -0.01 -0.01 0.02 0.277
H -2.492 -1.912 -3.922 0.02 0.02 0.00 0.394
```
Positions in Å, forces in eV/Å.

Calculated values
Frontier orbital gap in eV: 6.699
Lowest unoccupied orbital energy in eV: -0.5
HOMO energy in eV: -7.16



[2]
C4H8N2 | ωB97M-V/def2-TZVPD

```
14
Properties=species:S:1:pos:R:3:forces:R:3:mulliken_charge:R:1
C -1.423 1.562 -0.570 2.34 -0.03 2.08 0.074
C -0.114 -0.208 0.544 3.18 -7.90 -0.37 0.111
C -0.610 2.433 0.260 -0.64 0.51 -0.37 -0.367
C 0.728 -1.782 -1.211 -2.63 0.98 1.25 -0.436
N -0.719 0.838 0.200 -1.86 5.05 -0.54 0.114
N 0.151 -0.685 1.699 -2.24 4.43 3.69 -0.212
H -2.092 1.393 -1.314 -2.34 -0.39 -2.05 0.461
H 0.323 2.730 -0.242 -0.25 0.15 0.74 0.304
H -1.119 2.990 1.079 0.77 -0.43 -0.47 0.306
H -0.244 -1.757 -1.833 2.01 0.19 0.69 0.348
H 1.499 -1.004 -1.222 -0.08 -0.76 -0.65 0.396
H 0.819 -2.717 -0.613 0.30 0.83 -0.40 0.348
H 0.493 -1.517 2.085 1.32 -2.25 -1.09 0.232
H -0.105 -0.180 2.658 0.12 -0.37 -2.52 0.321
```
Positions in Å, forces in eV/Å.

Calculated values
Frontier orbital gap (alpha / beta) in eV: 8.194 / 8.194
Lowest unoccupied orbital energy (alpha / beta) in eV: -11.0 / -11.0
Total charge: +2
HOMO energy (alpha / beta) in eV: -19.23 / -19.23



[3]
C7H18AlI2NO4P2 | ωB97M-V/def2-TZVPD

```
35
Properties=species:S:1:pos:R:3:forces:R:3:mulliken_charge:R:1
I 0.291 -0.855 -3.935 -0.58 0.51 0.02 0.099
I -0.353 1.489 -2.728 0.65 -0.15 -0.75 0.094
Al -0.008 0.261 0.356 -0.07 -1.90 1.45 -0.101
P -2.260 -0.222 -0.194 -1.45 -0.19 0.30 1.050
C -3.180 1.270 0.282 0.33 0.22 -0.09 -1.297
C -2.906 -0.700 -1.821 0.52 0.13 -0.39 -1.021
H -4.004 -0.773 -1.795 0.42 -0.05 0.12 0.415
H -4.033 -1.453 0.883 0.18 0.10 -0.05 0.467
H -2.442 -1.644 -2.134 -0.33 0.07 0.12 0.355
H -2.516 -2.385 0.841 -0.08 0.01 0.07 0.400
H -2.956 2.092 -0.400 -0.24 0.07 0.01 0.356
H -2.596 0.059 -2.556 -0.51 -0.38 0.30 0.233
C -2.946 -1.395 1.000 0.40 -0.47 0.10 -1.212
H -4.251 1.030 0.264 0.24 0.16 -0.04 0.486
H -2.692 -1.079 2.016 -0.08 -0.03 -0.17 0.348
H -2.889 1.560 1.298 -0.15 -0.01 -0.07 0.409
P 2.265 -0.139 -0.186 1.66 -0.20 0.27 1.092
C 3.135 1.376 0.303 -0.35 0.27 -0.11 -1.373
C 2.990 -1.296 1.009 -0.49 -0.46 0.13 -1.264
H 2.519 -1.560 -2.117 0.39 0.21 0.18 0.329
H 4.053 -0.650 -1.773 -0.44 0.05 0.17 0.433
H 2.621 0.147 -2.541 0.39 -0.16 0.19 0.329
C 2.952 -0.600 -1.806 -0.54 0.06 -0.22 -1.111
H 2.594 -2.302 0.851 0.07 0.04 0.06 0.401
H 4.080 -1.321 0.894 -0.22 0.13 -0.09 0.470
H 4.214 1.175 0.289 -0.25 0.14 -0.03 0.477
H 2.829 1.651 1.318 0.14 0.00 -0.06 0.413
H 2.728 -0.989 2.026 0.08 -0.04 -0.19 0.342
H 2.885 2.194 -0.376 0.23 0.07 0.02 0.369
C -0.055 2.324 0.155 0.03 7.79 3.39 0.377
O -0.064 3.466 0.481 0.02 -7.21 -2.62 -0.144
O -0.017 -0.988 4.306 0.04 2.08 -2.95 -0.436
N -0.002 -0.152 3.428 0.01 0.00 0.02 1.062
O 0.011 1.073 3.474 -0.03 -2.13 -0.06 -0.477
O 0.003 -0.666 1.972 -0.01 1.26 0.98 -0.372
```
Positions in Å, forces in eV/Å.

Calculated values
Frontier orbital gap in eV: 7.246
Lowest unoccupied orbital energy in eV: -9.2
Total charge: +2
HOMO energy in eV: -16.45



[4]
C5H14N2O | ωB97M-V/def2-TZVPD

```
22
Properties=species:S:1:pos:R:3:forces:R:3:mulliken_charge:R:1
H 1.796 0.503 2.286 -0.14 0.09 -0.23 0.254
N 2.265 0.096 1.480 0.53 -0.31 0.68 -0.806
C 1.710 0.356 0.377 -0.55 0.35 0.04 0.704
C 2.310 -0.164 -0.894 0.02 0.12 -0.03 -1.228
N 0.521 1.054 0.228 -0.17 -0.43 0.10 0.344
C 0.054 1.639 -1.005 0.09 0.23 0.06 -1.089
O -0.040 1.598 1.385 -0.95 -1.07 0.45 -0.480
H 1.607 -0.796 -1.433 -0.06 -0.04 -0.09 0.298
H 3.189 -0.743 -0.630 -0.01 0.00 0.01 0.350
H 2.605 0.658 -1.542 0.02 0.03 -0.14 0.316
H 0.722 2.429 -1.363 -0.07 0.02 -0.07 0.353
H -0.039 0.869 -1.770 -0.02 0.03 -0.07 0.375
H -0.926 2.076 -0.822 0.05 -0.08 -0.01 0.278
H -0.712 0.914 1.716 1.32 1.25 -0.73 0.316
C -1.244 -1.562 0.576 -0.03 0.69 0.81 -0.382
C -2.520 -1.068 -0.088 0.16 -0.06 0.02 -0.858
H -1.357 -2.592 0.913 0.03 0.06 0.21 0.391
H -0.409 -1.541 -0.117 0.18 0.11 0.06 -0.008
H -1.008 -0.896 1.467 -0.05 -1.09 -0.92 0.066
H -3.363 -1.164 0.591 -0.17 0.02 0.00 0.329
H -2.732 -1.644 -0.986 -0.11 -0.01 -0.08 0.292
H -2.429 -0.020 -0.370 -0.05 0.08 -0.07 0.185
```
Positions in Å, forces in eV/Å.

Calculated values
SMILES: [H]/N=C(/C)N(C)O.CC
Frontier orbital gap in eV: 9.407
Lowest unoccupied orbital energy in eV: 0.7
HOMO energy in eV: -8.69



Let's list electronic energy in order: -82432.90857; -7232.17195; -58589.65315; -10437.81540 eV.
Let's list relative energy (zero: lowest compared OMol25 entry of this formula, charge and spin) in order: 0.00; 123.65; 0.00; 74.08 kcal per mole.